Record 1
Entry from OMol25: a structure of composition C57H73Cl3N7O3SeSi2Ti (ωB97M-V/def2-TZVPD).

The geometry in ORCA input format:
```
! RIJCOSX wB97M-V def2-TZVPD def2/J DEFGRID3
* xyz -1 1
Ti 0.3505 0.0964 -0.1877
C 2.9032 4.4659 4.7889
C 3.6359 4.6369 3.4505
C 5.0233 3.9873 3.5513
C 3.8294 6.1330 3.2031
C 2.8344 3.9580 2.3368
C 2.6028 2.5854 2.4285
C 1.9015 1.9389 1.4214
N 1.5353 0.6058 1.3036
C 1.8119 -0.3790 2.2535
C 2.8432 -0.4899 3.1708
C 2.8345 -1.5414 4.0880
C 1.7578 -2.4233 4.0878
C 0.7330 -2.3856 3.1348
C 0.8617 -1.4110 2.1469
O 0.0855 -1.2942 1.0670
C -0.5172 -3.2593 3.2320
C -0.4432 -4.2266 4.4159
C -0.7785 -4.0866 1.9700
C -1.7085 -2.3106 3.4551
C 4.0160 -1.6802 5.0489
C 3.8299 -2.8272 6.0428
C 4.1998 -0.3824 5.8488
C 5.2885 -1.9564 4.2343
C 1.3744 2.6812 0.3461
O 0.6723 1.9203 -0.5083
C 1.5969 4.0493 0.2187
C 2.3456 4.6528 1.2374
C 1.1010 4.8303 -0.9933
C 1.3310 6.3367 -0.8430
C 1.8846 4.3390 -2.2156
C -0.4019 4.6138 -1.2232
H 3.4687 4.9377 5.5972
H 1.9141 4.9262 4.7458
H 2.7725 3.4129 5.0397
H 5.6183 4.4763 4.3273
H 4.9501 2.9281 3.8006
H 5.5560 4.0676 2.6023
H 4.4102 6.5658 4.0208
H 4.3697 6.3201 2.2735
H 2.8741 6.6593 3.1553
H 2.9597 2.0318 3.2823
H 3.6617 0.2147 3.1567
H 1.7199 -3.1944 4.8413
H 0.4196 -4.8900 4.3308
H -0.3874 -3.7066 5.3753
H -1.3414 -4.8477 4.4238
H -0.0020 -4.8363 1.8180
H -1.7346 -4.6091 2.0762
H -0.7962 -3.4839 1.0666
H -1.5589 -1.7002 4.3494
H -1.8250 -1.6457 2.5963
H -2.6330 -2.8833 3.5729
H 2.9562 -2.6716 6.6792
H 3.7161 -3.7840 5.5316
H 4.7087 -2.8952 6.6883
H 3.2853 -0.1283 6.3887
H 5.0103 -0.4935 6.5741
H 4.4502 0.4572 5.1986
H 5.1962 -2.8973 3.6894
H 5.4689 -1.1694 3.5016
H 6.1590 -2.0187 4.8935
H 2.5353 5.7122 1.1685
H 2.3926 6.5867 -0.7923
H 0.9143 6.8478 -1.7136
H 0.8405 6.7329 0.0489
H 2.9562 4.4963 -2.0695
H 1.7183 3.2743 -2.3629
H 1.5675 4.8777 -3.1143
H -0.9753 4.9787 -0.3665
H -0.7188 5.1755 -2.1062
H -0.6340 3.5644 -1.3856
C -12.9316 -1.2691 -3.8577
O -12.4491 -1.1086 -2.5377
C -11.1037 -0.9867 -2.3698
C -10.6679 -0.8388 -1.0544
C -9.3213 -0.7141 -0.7837
C -8.3799 -0.7238 -1.8148
C -8.8266 -0.8780 -3.1213
C -10.1772 -1.0107 -3.4066
C -6.9449 -0.5899 -1.5608
N -5.9930 -0.9762 -2.3751
C -4.8198 -0.6469 -1.7453
C -5.0711 -0.0525 -0.5296
N -6.4419 -0.0184 -0.4219
C -4.0406 0.4207 0.3316
C -4.2133 1.0563 1.5659
C -3.1144 1.4905 2.2719
C -1.8428 1.2949 1.7345
N -1.6694 0.6970 0.5710
C -2.7195 0.2435 -0.1270
C -2.4328 -0.4589 -1.3645
N -1.1329 -0.6725 -1.6751
C -0.8426 -1.3133 -2.7931
C -1.8328 -1.7825 -3.6659
C -3.1505 -1.5650 -3.3716
C -3.4780 -0.8808 -2.1918
H -14.0129 -1.3390 -3.7766
H -12.5442 -2.1836 -4.3142
H -12.6700 -0.4121 -4.4837
H -11.4034 -0.8405 -0.2616
H -9.0044 -0.6354 0.2493
H -8.0972 -0.8968 -3.9193
H -10.4897 -1.1292 -4.4333
H -6.9846 0.3882 0.3187
H -5.2094 1.2059 1.9656
H -3.2187 1.9758 3.2316
H -0.9428 1.6225 2.2426
H 0.2014 -1.4765 -3.0098
H -1.5253 -2.3287 -4.5457
H -3.9481 -1.9181 -4.0117
C 3.5435 -5.4613 -2.0659
Si 2.0595 -5.3437 -0.8982
C 1.1931 -7.0313 -0.9655
C 2.7703 -5.2095 0.8563
Se 0.6761 -3.7082 -1.4446
H 4.1911 -6.3115 -1.8315
H 4.1349 -4.5454 -2.0061
H 3.1921 -5.5604 -3.0951
H 1.8581 -7.8460 -0.6632
H 0.8401 -7.2283 -1.9801
H 0.3210 -7.0313 -0.3080
H 3.3884 -6.0811 1.0953
H 1.9763 -5.1381 1.6020
H 3.3832 -4.3130 0.9554
N 0.2738 1.4357 -3.5295
C 1.0452 1.6391 -4.3677
N 1.9071 1.9061 -5.3370
C 1.6385 1.3357 -6.6615
C 2.6240 0.2152 -6.9647
C 4.0790 0.7209 -6.8959
C 4.1829 2.0802 -6.1976
C 3.3181 2.1293 -4.9509
H 1.7022 2.1275 -7.4140
H 0.6122 0.9707 -6.6608
H 2.4041 -0.2110 -7.9460
H 2.4671 -0.5742 -6.2293
H 4.5059 0.7973 -7.8987
H 4.6848 -0.0051 -6.3511
H 3.8903 2.8868 -6.8766
H 5.2164 2.2770 -5.9092
H 3.3934 3.0965 -4.4529
H 3.6292 1.3632 -4.2400
Cl 3.7864 1.1085 -1.4732
Si 2.5867 -0.6758 -1.4185
Cl 3.9053 -1.9023 -0.3843
Cl 2.7689 -1.2270 -3.4658
*
```

Its energy above the lowest of the compared OMol25 structures with the same formula, charge and spin is 13.8 kcal/mol. The value obtained for the LUMO energy is 1.4 eV. As for the maximum force: 0.7 eV/Å.



Record 2
Entry from OMol25: a structure of composition C57H81N4O3PPbSTe in a non-equilibrium geometry (ωB97M-V/def2-TZVPD).

The geometry in ORCA input format:
```
! RIJCOSX wB97M-V def2-TZVPD def2/J DEFGRID3
* xyz 0 1
Pb -0.9520 -0.8800 0.3710
C -0.5346 -4.3691 -0.3566
N 0.0244 -3.2668 -1.1235
C -0.4700 -3.3164 -2.4849
C 1.4876 -3.2163 -1.0865
C 2.0433 -1.9272 -0.4652
N 1.4664 -1.5666 0.8257
C 1.6469 -2.6417 1.8109
C 1.0537 -2.3798 3.1722
C 1.8425 -2.6714 4.2662
C 1.3710 -2.5457 5.5638
C 0.1164 -1.9772 5.7099
C -0.7146 -1.6572 4.6424
C -0.2985 -1.9883 3.3283
O -1.1188 -2.0152 2.2965
C -2.0273 -0.9572 5.0042
C -1.7140 0.3003 5.8370
C -2.9213 -1.9143 5.8102
C -2.8330 -0.4829 3.7969
C 2.2030 -3.0739 6.7216
C 1.5475 -2.8434 8.0852
C 3.5890 -2.4151 6.7468
C 2.3474 -4.5894 6.5065
C 2.1086 -0.3444 1.3472
C 1.8797 0.9634 0.6293
C 2.9171 1.5326 -0.0840
C 2.8741 2.8477 -0.5266
C 1.7715 3.6031 -0.1412
C 0.7037 3.0890 0.5733
C 0.6985 1.7035 0.8941
O -0.3308 1.1242 1.4574
C -0.4169 3.9859 1.0922
C -0.5303 3.7878 2.6108
C -0.1753 5.4835 0.8583
C -1.7479 3.5975 0.4383
C 4.0959 3.4399 -1.2177
C 4.5382 2.5622 -2.3951
C 3.8607 4.8456 -1.7724
C 5.2219 3.5034 -0.1730
H -0.0351 -5.3246 -0.5751
H -1.5895 -4.4711 -0.6070
H -0.4700 -4.1625 0.7088
H -0.1223 -2.4433 -3.0301
H -0.1328 -4.2195 -3.0156
H -1.5594 -3.3085 -2.4682
H 1.8815 -3.2644 -2.1101
H 1.8829 -4.0893 -0.5543
H 1.8471 -1.1001 -1.1502
H 3.1371 -2.0462 -0.3815
H 2.7250 -2.8467 1.9315
H 1.1868 -3.5439 1.4129
H 2.8424 -3.0417 4.0856
H -0.2493 -1.7889 6.7063
H -1.2714 0.0681 6.8027
H -2.6308 0.8624 6.0175
H -1.0213 0.9365 5.2896
H -2.4425 -2.2406 6.7304
H -3.1479 -2.7972 5.2141
H -3.8616 -1.4301 6.0752
H -2.2492 0.1975 3.1848
H -3.7352 0.0285 4.1350
H -3.1200 -1.3271 3.1828
H 1.4243 -1.7822 8.2855
H 2.1746 -3.2601 8.8722
H 0.5764 -3.3286 8.1415
H 3.4937 -1.3395 6.8821
H 4.1310 -2.5950 5.8225
H 4.1814 -2.8149 7.5693
H 1.3608 -5.0489 6.4615
H 2.9134 -5.0574 7.3114
H 2.8555 -4.7930 5.5673
H 3.1954 -0.5243 1.4045
H 1.7287 -0.2155 2.3655
H 3.8080 0.9355 -0.2390
H 1.7520 4.6438 -0.4103
H 0.4207 4.0055 3.0931
H -0.8032 2.7612 2.8318
H -1.2848 4.4566 3.0226
H 0.7647 5.8072 1.3018
H -0.9775 6.0478 1.3326
H -0.1771 5.7408 -0.1989
H -1.9043 2.5252 0.5167
H -1.7652 3.8785 -0.6138
H -2.5703 4.1068 0.9376
H 3.7698 2.5476 -3.1665
H 4.7318 1.5439 -2.0741
H 5.4541 2.9560 -2.8323
H 3.0265 4.8511 -2.4691
H 4.7480 5.1784 -2.3085
H 3.6652 5.5611 -0.9799
H 5.4952 2.5031 0.1516
H 4.8869 4.0599 0.6999
H 6.1099 3.9889 -0.5743
C -5.2905 -0.9681 1.4326
Te -3.8831 -2.1045 0.2324
C -3.8319 -3.7616 1.6223
H -6.2508 -0.9245 0.9293
H -4.8991 0.0300 1.5719
H -5.3907 -1.4582 2.3909
H -3.2525 -3.4803 2.4903
H -3.3481 -4.6011 1.1403
H -4.8395 -4.0426 1.9041
O -0.3540 -0.0947 -2.4113
P 0.1658 0.1916 -3.7596
C -1.0375 -0.2160 -5.0742
C -2.2546 -0.7565 -4.6817
C -3.1921 -1.1207 -5.6337
C -2.9170 -0.9367 -6.9790
C -1.7102 -0.3782 -7.3709
C -0.7709 -0.0183 -6.4227
C 1.6763 -0.7622 -4.1606
C 2.8131 -0.3992 -3.4496
C 3.9846 -1.1172 -3.6089
C 4.0208 -2.2038 -4.4679
C 2.8865 -2.5657 -5.1756
C 1.7107 -1.8484 -5.0244
C 0.5920 1.9478 -3.9612
C 1.3900 2.4376 -4.9872
C 1.6272 3.7960 -5.0819
C 1.0718 4.6643 -4.1543
C 0.2816 4.1754 -3.1271
C 0.0426 2.8167 -3.0285
H -2.4378 -0.8885 -3.6234
H -4.1304 -1.5667 -5.3361
H -3.6392 -1.2331 -7.7253
H -1.4974 -0.2361 -8.4194
H 0.1728 0.4108 -6.7228
H 2.7547 0.4450 -2.7744
H 4.8738 -0.8352 -3.0669
H 4.9358 -2.7654 -4.5892
H 2.9177 -3.4104 -5.8476
H 0.8214 -2.1349 -5.5717
H 1.8453 1.7558 -5.6903
H 2.2507 4.1775 -5.8770
H 1.2586 5.7253 -4.2338
H -0.1407 4.8480 -2.3960
H -0.5423 2.4083 -2.2178
S -3.9662 0.9869 -0.9640
C -4.9205 1.2252 -2.2770
N -4.4902 1.6264 -3.4936
C -5.5552 1.6410 -4.4678
C -6.8056 1.5943 -3.5706
N -6.2703 1.0809 -2.3238
H -3.5184 1.5833 -3.7428
H -5.4981 0.7660 -5.1264
H -5.5213 2.5419 -5.0835
H -7.5789 0.9278 -3.9604
H -7.2291 2.5988 -3.4371
H -6.8105 1.1077 -1.4745
*
```

The value obtained for the LUMO energy is 0.2 eV. As for the maximum force: 1.5 eV/Å.



How do the records compare in E_HOMO? In the order shown, they have -3.63 -6.55 eV.